1.
The following is a quantum chemistry calculation of a cluster of 2 separate species, C3H3N3O in total, from OMol25.

Summary:
E, hartree: -355.5946
LUMO energy, eV: 0.73
Kohn-Sham gap, eV: 10.30
Structure (SMILES): N=C=CC=O.N#N

```
! RIJCOSX wB97M-V def2-TZVPD def2/J DEFGRID3
* xyz 0 1
N -0.941 1.350 1.895
C -0.651 0.895 0.799
N -0.934 -2.374 -0.462
N 0.051 -2.807 -0.702
O 1.953 0.988 -0.834
C 1.056 0.180 -0.836
C -0.348 0.470 -0.409
H -1.185 0.688 2.630
H 1.244 -0.867 -1.155
H -1.161 0.302 -1.111
*
```

2.
The following is a quantum chemistry calculation of a cluster of 2 separate species, C4H10N2 in total, from OMol25.

Summary:
E, hartree: -267.7927
LUMO energy, eV: 1.03
Kohn-Sham gap, eV: 9.73
Structure (SMILES): C=N/N=C\C.C

```
! RIJCOSX wB97M-V def2-TZVPD def2/J DEFGRID3
* xyz 0 1
C -1.203 -0.767 0.489
C -1.957 -0.124 -0.670
C 0.681 2.000 0.644
C 1.655 -1.107 -0.362
N -0.073 1.179 1.211
N -0.299 -0.081 1.119
H -1.304 -1.774 0.690
H -2.349 -0.859 -1.348
H -1.169 0.588 -1.150
H -2.725 0.471 -0.251
H 0.787 3.037 1.190
H 1.845 -1.771 -1.206
H 1.350 1.688 -0.140
H 0.975 -0.334 -0.730
H 2.546 -0.538 -0.071
H 1.238 -1.608 0.586
*
```

3.
The following is a quantum chemistry calculation of a cluster of 31 separate species, C9H84BClN2O34PS2 in total, from OMol25.

Summary:
E, hartree: -4683.6237
LUMO energy, eV: -2.73
Kohn-Sham gap, eV: 9.17

```
! RIJCOSX wB97M-V def2-TZVPD def2/J DEFGRID3
* xyz 1 1
C -2.641 0.566 4.677
N -1.201 0.888 4.850
C -1.046 1.762 6.031
B -0.499 1.402 3.736
O 0.186 2.578 3.693
N -0.349 0.450 2.439
C -0.254 -1.009 2.838
C 1.135 -1.391 3.366
C 1.043 -2.595 4.309
S 0.696 -4.154 3.422
C 0.866 0.930 1.632
C 1.217 0.055 0.418
C 1.233 0.913 -0.860
C 1.426 0.114 -2.150
S -0.092 -0.508 -2.826
O -1.148 0.437 -2.575
O 0.111 -0.986 -4.163
Cl -0.545 -2.139 -1.671
P -1.784 0.658 1.403
O -2.232 2.064 1.403
H -3.193 1.453 4.343
H -3.045 0.267 5.648
H -2.793 -0.263 3.986
H -1.412 1.222 6.910
H -1.648 2.677 5.937
H 0.004 1.998 6.189
H 1.102 2.478 3.997
H -0.515 -1.631 1.971
H -1.015 -1.193 3.599
H 1.645 -0.556 3.865
H 1.773 -1.666 2.515
H 1.982 -2.749 4.844
H 0.200 -2.492 5.001
H 1.402 -3.996 2.291
H 0.608 1.945 1.308
H 1.701 1.019 2.330
H 2.221 -0.362 0.561
H 0.543 -0.798 0.323
H 2.067 1.610 -0.760
H 0.328 1.530 -0.925
H 2.140 -0.713 -2.046
H 1.780 0.761 -2.967
H -1.361 0.142 0.175
H -2.644 -0.305 1.940
O -3.486 -3.590 -0.234
H -2.686 -3.202 -0.596
H -3.506 -4.491 -0.570
O -1.147 4.084 -0.466
H -1.812 3.509 -0.061
H -0.965 4.726 0.229
O -3.078 4.087 -2.944
H -2.542 4.035 -2.139
H -3.482 3.216 -3.027
O 1.279 -2.788 -6.537
H 0.715 -2.434 -5.848
H 1.645 -1.996 -6.939
O 3.788 -0.313 -5.737
H 2.851 -0.528 -5.691
H 3.855 0.117 -6.597
O 6.382 0.762 -4.737
H 6.233 1.149 -3.868
H 5.512 0.450 -5.019
O 0.313 -4.358 -3.983
H 0.282 -4.822 -4.830
H -0.163 -3.538 -4.149
O 0.731 -0.261 7.598
H 0.316 -0.767 8.303
H 0.424 -0.683 6.789
O 3.497 -3.780 6.121
H 3.459 -4.385 6.877
H 4.261 -4.103 5.632
O -1.778 -3.753 5.935
H -1.945 -4.316 6.704
H -1.038 -4.158 5.474
O 2.696 -6.060 -3.607
H 3.439 -5.449 -3.641
H 1.949 -5.469 -3.732
O 7.257 1.082 -1.597
H 8.090 1.555 -1.691
H 7.423 0.225 -2.006
O 2.541 -6.664 5.939
H 2.561 -7.117 5.090
H 2.098 -5.829 5.750
O 1.458 0.536 -7.238
H 0.938 0.284 -8.009
H 0.952 1.273 -6.872
O 0.565 3.072 -8.003
H 1.472 3.395 -7.973
H 0.035 3.876 -8.058
O 2.481 1.803 5.326
H 2.364 1.425 6.208
H 2.953 2.631 5.471
O -4.883 -1.165 3.328
H -5.694 -1.649 3.514
H -5.126 -0.607 2.581
O -6.077 3.600 -2.949
H -5.289 4.088 -3.209
H -5.982 2.765 -3.422
O -3.020 -0.635 -5.084
H -2.113 -0.480 -4.820
H -3.534 -0.456 -4.289
O -2.640 -4.447 8.651
H -3.599 -4.381 8.655
H -2.376 -4.292 9.562
O -3.112 4.627 -5.980
H -3.916 5.020 -6.338
H -3.286 4.514 -5.039
O -3.480 7.075 -2.812
H -2.689 7.554 -3.076
H -3.428 6.228 -3.269
O -1.703 5.454 -9.008
H -2.471 5.859 -9.419
H -1.951 5.312 -8.086
O 2.454 -2.928 -2.747
H 1.790 -3.615 -2.612
H 2.440 -2.776 -3.700
O -3.596 7.418 0.166
H -3.681 7.140 -0.757
H -4.087 8.241 0.218
O 3.043 3.175 0.344
H 3.981 3.395 0.325
H 2.593 4.023 0.274
O 4.771 -6.039 7.680
H 5.208 -6.010 8.535
H 4.335 -6.895 7.628
O 0.816 -9.353 6.948
H 0.222 -8.986 7.607
H 1.218 -8.584 6.527
O -5.240 1.946 -5.442
H -4.458 2.444 -5.709
H -5.143 1.112 -5.913
O 1.138 6.430 -8.717
H 0.213 6.176 -8.620
H 1.169 6.855 -9.578
*
```

4.
The following is a quantum chemistry calculation of the molecule C22H25N3O4S, from OMol25.

Summary:
E, hartree: -1716.7379
LUMO energy, eV: 0.54
Kohn-Sham gap, eV: 9.14
Structure (SMILES): Cc1ccc(N(CC(=O)Nc2cc(C)cc(C)c2)S(=O)(=O)c2c(C)noc2C)cc1

```
! RIJCOSX wB97M-V def2-TZVPD def2/J DEFGRID3
* xyz 0 1
C 5.520 -3.682 -1.884
C 4.364 -3.170 -1.080
C 4.034 -1.822 -1.074
C 2.974 -1.345 -0.325
C 2.218 -2.217 0.452
C 2.552 -3.569 0.468
C 3.602 -4.033 -0.299
H 3.844 -5.086 -0.282
H 1.970 -4.246 1.070
N 1.152 -1.771 1.252
S -0.378 -2.442 1.127
O -1.099 -1.960 2.271
O -0.252 -3.856 0.947
C -1.138 -1.799 -0.335
C -0.758 -2.074 -1.623
O -1.565 -1.414 -2.456
N -2.481 -0.711 -1.743
C -2.254 -0.924 -0.475
C -3.099 -0.340 0.594
H -2.734 -0.662 1.565
H -4.127 -0.670 0.463
H -3.087 0.747 0.528
C 0.310 -2.935 -2.172
H 0.502 -3.753 -1.482
H 1.228 -2.361 -2.297
H 0.005 -3.319 -3.143
C 1.151 -0.439 1.807
H 0.648 -0.505 2.775
H 2.187 -0.120 1.957
C 0.429 0.564 0.900
O 0.477 0.465 -0.310
N -0.242 1.521 1.578
C -1.071 2.537 1.072
C -1.403 2.636 -0.270
C -2.268 3.634 -0.704
C -2.778 4.537 0.214
C -2.446 4.457 1.563
C -1.595 3.450 1.985
H -1.337 3.367 3.032
C -3.000 5.455 2.535
H -2.519 6.422 2.392
H -4.068 5.589 2.378
H -2.833 5.137 3.561
H -3.450 5.316 -0.117
C -2.631 3.702 -2.155
H -2.959 2.724 -2.504
H -1.763 3.991 -2.745
H -3.424 4.426 -2.327
H -1.005 1.930 -0.980
H -0.192 1.492 2.587
H 2.720 -0.298 -0.370
H 4.609 -1.129 -1.673
H 6.397 -3.798 -1.246
H 5.290 -4.655 -2.314
H 5.772 -2.992 -2.685
*
```

5.
The following is a quantum chemistry calculation of the ion C4H8NO with charge +1, from OMol25.

Summary:
E, hartree: -286.8850
LUMO energy, eV: -4.95
Kohn-Sham gap, eV: 11.31
Structure (SMILES): C=[N+]=C(O)CC

```
! RIJCOSX wB97M-V def2-TZVPD def2/J DEFGRID3
* xyz 1 1
C 1.468 -0.743 1.412
C 0.987 0.215 -0.817
C -1.422 0.047 0.106
C -0.471 0.320 -1.071
N 1.372 -0.041 0.399
O 1.767 0.689 -1.728
H 1.661 -0.467 2.421
H 1.568 -1.832 1.253
H -1.545 -0.959 0.351
H -2.254 0.556 0.012
H -0.964 0.352 1.009
H -0.600 -0.364 -2.006
H -0.531 1.368 -1.245
H 2.702 0.463 -1.549
*
```

6.
The following is a quantum chemistry calculation of a structure of composition C42H60BN8O3Se2TeTi, from OMol25.

Summary:
E, hartree: -8245.5675
LUMO energy (alpha / beta), eV: 3.78 / 3.78
Kohn-Sham gap (alpha / beta), eV: 5.22 / 5.23

```
! RIJCOSX wB97M-V def2-TZVPD def2/J DEFGRID3
* xyz -2 2
Ti -0.010 -0.895 1.298
C 1.531 -3.022 -1.516
C 0.314 -2.180 -1.708
C -0.362 -2.032 -2.922
C -1.474 -1.269 -2.641
C -2.597 -0.901 -3.553
N -1.433 -0.941 -1.339
N -0.330 -1.503 -0.751
B -2.670 -0.632 -0.456
N -2.475 0.576 0.477
N -1.522 0.547 1.444
C -1.649 1.663 2.157
C -0.722 2.000 3.272
C -2.731 2.406 1.668
C -3.231 1.676 0.606
C -4.393 1.971 -0.284
N -2.918 -1.860 0.439
N -2.091 -2.123 1.493
C -2.737 -3.006 2.255
C -2.236 -3.548 3.547
C -3.985 -3.314 1.687
C -4.060 -2.562 0.539
C -5.149 -2.502 -0.481
H 1.560 -3.766 -2.313
H 2.441 -2.420 -1.585
H 1.523 -3.544 -0.562
H -0.076 -2.442 -3.876
H -2.274 -1.029 -4.586
H -3.467 -1.538 -3.378
H -2.908 0.130 -3.412
H -3.619 -0.443 -1.158
H -0.224 1.113 3.664
H 0.045 2.695 2.921
H -1.272 2.470 4.089
H -3.084 3.358 2.029
H -4.759 2.977 -0.082
H -4.110 1.913 -1.335
H -5.208 1.263 -0.118
H -1.169 -3.387 3.642
H -2.716 -3.031 4.380
H -2.466 -4.613 3.620
H -4.714 -4.013 2.063
H -5.901 -3.255 -0.247
H -5.633 -1.524 -0.501
H -4.762 -2.698 -1.482
O -0.180 -5.460 6.816
C 1.188 -5.154 6.557
C 1.442 -4.405 5.234
C 2.966 -4.249 5.178
O 3.408 -3.261 4.276
C 0.715 -3.051 5.397
Se 0.451 -1.505 4.146
C 0.890 -5.307 4.096
Se 1.960 -5.587 2.448
H -0.558 -5.738 5.972
H 1.771 -6.085 6.534
H 1.533 -4.558 7.405
H 3.398 -5.222 4.910
H 3.340 -3.966 6.170
H 2.926 -3.483 3.456
H 1.208 -2.535 6.224
H -0.301 -3.278 5.717
H -0.082 -4.936 3.776
H 0.745 -6.318 4.493
C 4.318 -2.178 1.116
C 2.880 -2.011 1.160
N 1.743 -1.874 1.192
H 4.766 -1.277 0.696
H 4.555 -3.043 0.497
H 4.684 -2.352 2.128
C 2.838 0.723 2.678
C 2.189 1.328 1.431
O 2.749 2.371 1.038
N 1.169 0.704 0.816
Te 0.375 2.387 -0.802
C 0.251 4.387 -1.994
C -0.837 5.253 -1.832
C -2.178 4.752 -1.353
C -0.744 6.611 -2.152
C 0.426 7.159 -2.644
C 0.543 8.630 -2.950
C 1.507 6.302 -2.828
C 1.438 4.951 -2.511
C 2.673 4.108 -2.707
C 0.902 1.345 -2.598
C 0.032 1.448 -3.702
C -1.230 2.268 -3.702
C 0.332 0.779 -4.891
C 1.464 0.000 -5.035
C 1.782 -0.703 -6.328
C 2.312 -0.098 -3.942
C 2.057 0.551 -2.738
C 3.072 0.398 -1.645
H 2.941 1.513 3.424
H 3.851 0.415 2.404
H 2.316 -0.118 3.124
H -2.116 3.702 -1.076
H -2.934 4.859 -2.138
H -2.528 5.313 -0.481
H -1.614 7.251 -2.013
H -0.427 9.123 -2.876
H 0.934 8.799 -3.956
H 1.222 9.126 -2.251
H 2.439 6.705 -3.219
H 3.524 4.729 -2.998
H 2.521 3.347 -3.474
H 2.917 3.593 -1.774
H -1.785 2.123 -2.771
H -1.857 1.993 -4.553
H -1.008 3.333 -3.755
H -0.353 0.879 -5.729
H 1.003 -0.527 -7.071
H 1.871 -1.782 -6.181
H 2.729 -0.352 -6.744
H 3.216 -0.696 -4.025
H 3.933 -0.170 -2.008
H 2.633 -0.108 -0.787
H 3.410 1.369 -1.276
*
```

7.
The following is a quantum chemistry calculation of the molecule C14H12ClF12O4P, from OMol25.

Summary:
E, hartree: -2841.6498
LUMO energy, eV: -0.15
Kohn-Sham gap, eV: 9.90
Structure (SMILES): FC(F)(F)COP(OCC(F)(F)F)(OCC(F)(F)F)(OCC(F)(F)F)c1ccc(Cl)cc1

```
! RIJCOSX wB97M-V def2-TZVPD def2/J DEFGRID3
* xyz 0 1
F -0.846 -0.739 -4.766
F 0.010 1.256 -4.273
F 1.335 -0.306 -5.020
F -3.818 -2.914 0.391
F -2.051 -2.645 1.723
F -3.472 -1.009 1.301
F 2.204 -3.201 2.473
F 3.905 -3.428 1.055
F 3.524 -1.531 2.193
F 3.219 3.017 -1.010
F 3.403 3.213 1.206
F 4.092 1.371 0.121
Cl -4.094 3.277 3.041
O -0.271 0.094 -1.827
O -0.538 -1.651 -0.481
O 1.061 -0.978 0.879
O 1.522 0.690 -0.602
C -2.748 2.596 0.742
C -2.017 1.504 2.814
C -1.795 1.866 0.031
C -1.144 0.727 2.072
C -2.903 2.396 2.108
C -1.007 0.897 0.693
C 0.225 -0.110 -4.242
C -2.820 -2.065 0.777
C 2.938 -2.541 1.572
C 3.128 2.368 0.171
C 0.531 -0.599 -2.802
C -1.992 -1.724 -0.502
C 2.034 -1.988 0.424
C 1.774 1.739 0.374
P 0.157 -0.182 -0.262
H -3.443 3.240 0.209
H -2.036 1.392 3.886
H -1.726 2.051 -1.052
H -0.535 0.004 2.640
H 0.282 -1.696 -2.754
H 1.599 -0.451 -2.624
H -2.445 -0.795 -0.883
H -2.216 -2.502 -1.256
H 1.492 -2.891 0.052
H 2.686 -1.627 -0.367
H 1.808 1.353 1.393
H 0.989 2.523 0.378
*
```

8.
The following is a quantum chemistry calculation of the molecule C2H2N2O2, from OMol25.

Summary:
E, hartree: -337.3198
LUMO energy, eV: 0.21
Kohn-Sham gap, eV: 11.28
Structure (SMILES): N#CC(=O)NO

```
! RIJCOSX wB97M-V def2-TZVPD def2/J DEFGRID3
* xyz 0 1
C -0.576 -0.152 -0.479
C -0.429 -0.227 1.034
H 2.267 -0.296 -0.091
H 0.775 0.254 -1.912
N 0.764 -0.035 -0.943
N -0.500 -0.092 2.172
O 1.720 0.497 -0.144
O -1.578 -0.097 -1.098
*
```

9.
The following is a quantum chemistry calculation of a structure of composition C13H22BI2NdO3P2, from OMol25.

Summary:
E, hartree: -2598.1052
LUMO energy (alpha / beta), eV: -8.36 / -8.13
Kohn-Sham gap (alpha / beta), eV: 5.73 / 5.97

```
! RIJCOSX wB97M-V def2-TZVPD def2/J DEFGRID3
* xyz 2 4
I -0.001 -0.399 -4.708
I -0.012 4.131 -2.522
Nd 0.001 1.052 -1.543
P -2.008 -0.137 0.677
C -2.654 -0.067 -1.058
C -2.912 -1.488 1.466
H -3.995 -1.276 1.532
H -3.873 1.227 1.344
H -2.406 -1.588 2.447
H -2.382 1.425 2.350
H -2.516 -1.063 -1.480
H -2.735 -2.348 0.806
C -2.764 1.325 1.323
H -3.746 0.139 -1.074
H -2.489 2.195 0.728
H -2.244 0.742 -1.731
P 2.009 -0.146 0.682
C 2.659 -0.077 -1.050
C 2.773 1.309 1.338
H 2.390 -1.602 2.452
H 3.985 -1.300 1.541
H 2.719 -2.362 0.809
C 2.900 -1.505 1.472
H 2.386 1.407 2.363
H 3.880 1.204 1.362
H 3.752 0.126 -1.062
H 2.256 0.735 -1.723
H 2.506 2.180 0.742
H 2.519 -1.072 -1.473
C 0.002 -1.348 -1.752
O -0.002 -2.519 -1.766
O -0.003 -1.281 2.474
B 0.002 -0.130 1.488
O -0.001 1.051 2.342
C -0.003 0.670 3.640
C -0.003 1.555 4.704
C -0.003 0.893 5.930
C -0.005 -0.515 5.946
C -0.006 -1.403 4.888
C -0.005 -0.743 3.715
H -0.001 2.620 4.565
H -0.002 1.505 6.816
H -0.005 -1.049 6.900
H -0.009 -2.507 4.799
*
```

Which value of E does entry 8 give?
-337.3198 hartree

Which of these has the lowest E?
C42H60BN8O3Se2TeTi

Among the records above, which one has the highest E?
C4H10N2

Which value of E does entry 7 give?
-2841.6498 hartree